Formula: C3H2OS
Source: the Open Molecules 2025 dataset
Level of theory: ωB97M-V/def2-TZVPD

The geometry in XYZ format:
```
7
Properties=species:S:1:pos:R:3:forces:R:3
C 1.436 0.210 0.498 -1.1 -0.6 -1.3
C 0.756 -0.113 -0.621 1.7 2.1 2.3
C 0.983 1.273 -0.303 -0.2 -0.5 -0.3
O -2.871 0.526 0.376 0.1 -0.3 -0.1
S -2.641 -0.869 -0.073 -0.1 0.3 0.1
H 1.909 -0.160 1.378 0.3 0.0 0.4
H 0.429 -0.868 -1.255 -0.7 -1.0 -1.0
```
Positions in Å, forces in eV/Å.

Values from the calculation:
* HOMO-LUMO gap (spin up / spin down): 7.28 / 7.28 eV
* energy: -16019.6473 eV
* strongest force on any atom: 3.5 eV Å⁻¹
* structure (SMILES): C1=CC=1.O=S
* HOMO level (spin up / spin down): -9.067 / -9.070 eV
* E_LUMO (spin up / spin down): -1.782 / -1.791 eV


Formula: C5H14O
Source: the Open Molecules 2025 dataset
Level of theory: ωB97M-V/def2-TZVPD

The geometry in XYZ format:
```
20
Properties=species:S:1:pos:R:3:forces:R:3
C 0.015 -2.896 0.426 0.0 -0.1 0.1
C -0.802 -1.778 -0.225 -0.1 -0.1 -0.5
C -0.003 -0.498 -0.518 0.8 -0.1 0.4
C -0.662 0.744 0.055 -0.4 0.2 -0.4
C 0.336 -0.301 -1.983 0.3 0.3 -0.7
H -0.139 -2.956 1.500 0.1 0.2 0.2
H -0.230 -3.884 0.042 -0.1 0.0 -0.1
H 1.077 -2.743 0.251 0.1 0.0 0.0
H -1.208 -2.151 -1.171 -0.1 0.1 0.0
H -1.662 -1.524 0.387 -0.1 -0.1 0.1
H 0.967 -0.630 -0.025 0.0 0.2 0.1
H -0.203 1.669 -0.278 0.4 0.1 0.0
H -0.686 0.762 1.141 -0.1 -0.2 0.1
H -1.675 0.804 -0.341 -0.3 0.0 0.2
H 0.891 -1.122 -2.444 0.0 -0.2 0.3
H 0.965 0.584 -2.116 0.0 0.0 0.1
H -0.527 -0.136 -2.623 -0.4 0.0 0.1
H 0.165 3.678 2.041 0.2 0.1 0.0
H 1.585 3.998 2.530 0.0 0.0 0.1
O 0.998 4.089 1.775 -0.2 -0.1 -0.1
```
Positions in Å, forces in eV/Å.

Values from the calculation:
* HOMO-LUMO gap: 11.89 eV
* energy: -7459.4430 eV
* strongest force on any atom: 0.9 eV Å⁻¹
* structure (SMILES): CCC(C)C.O
* HOMO level: -11.019 eV
* E_LUMO: 0.871 eV


Formula: C25H23N3O3
Source: the Open Molecules 2025 dataset
Level of theory: ωB97M-V/def2-TZVPD

The geometry in XYZ format:
```
54
Properties=species:S:1:pos:R:3:forces:R:3
C -5.282 -3.258 -1.231 0.1 -0.2 0.0
H -6.036 -3.859 -1.737 0.1 0.0 0.0
O -5.768 -1.937 -1.258 -0.1 0.2 0.0
C -5.019 -0.961 -0.680 0.1 0.1 0.1
C -3.797 -1.151 -0.064 -0.3 -0.1 -0.1
C -3.114 -0.067 0.501 -0.4 0.5 -0.1
C -3.676 1.220 0.438 0.0 -0.8 -0.1
C -4.911 1.403 -0.188 0.0 -0.1 0.0
C -5.569 0.331 -0.737 0.1 -0.2 0.0
H -6.524 0.453 -1.223 -0.1 0.0 -0.1
H -5.344 2.392 -0.237 -0.1 0.1 0.0
N -2.991 2.267 0.996 -0.1 0.4 0.1
C -1.774 2.188 1.635 -0.3 0.0 -0.1
O -1.249 3.194 2.082 0.2 0.2 0.1
C -1.207 0.842 1.702 0.0 -0.3 0.0
C -1.855 -0.212 1.158 0.2 0.4 0.2
H -1.426 -1.202 1.224 0.1 -0.1 0.0
C 0.120 0.708 2.400 -0.1 0.1 0.3
N 1.085 -0.061 1.629 -0.2 0.0 0.2
C 1.174 -1.397 1.860 0.0 -0.1 -0.1
O 0.579 -1.948 2.770 0.0 -0.1 0.1
C 1.983 -2.187 0.886 0.1 -0.6 -0.2
C 2.860 -3.168 1.338 -0.2 0.2 -0.1
C 3.541 -3.936 0.409 0.0 0.1 0.0
C 3.301 -3.704 -0.937 0.2 -0.2 0.1
N 2.436 -2.804 -1.375 -0.1 0.0 -0.5
C 1.793 -2.069 -0.490 -0.1 0.1 0.4
H 1.086 -1.357 -0.897 -0.1 0.1 0.1
H 3.813 -4.269 -1.704 0.1 -0.1 0.0
H 4.237 -4.698 0.722 0.1 -0.1 0.0
H 2.999 -3.311 2.400 0.0 0.0 0.1
C 1.925 0.636 0.737 0.5 0.3 -0.3
C 3.295 0.401 0.723 -0.1 0.1 0.1
C 4.100 1.101 -0.153 -0.1 0.0 0.0
C 3.579 2.059 -1.011 0.0 -0.1 0.0
C 2.205 2.320 -0.977 0.1 -0.1 0.1
C 1.397 1.605 -0.108 0.1 -0.1 0.1
H 0.336 1.805 -0.088 -0.1 0.0 0.0
C 1.603 3.360 -1.870 0.0 0.0 0.0
H 2.064 4.330 -1.689 0.0 0.1 0.0
H 0.535 3.447 -1.693 -0.1 0.0 0.0
H 1.765 3.107 -2.917 0.0 0.1 -0.1
C 4.476 2.807 -1.947 -0.1 0.0 0.0
H 4.164 2.656 -2.980 0.0 0.0 -0.1
H 4.435 3.877 -1.744 0.1 0.1 -0.1
H 5.505 2.474 -1.844 0.1 0.0 0.0
H 5.163 0.906 -0.160 0.1 0.0 0.0
H 3.728 -0.318 1.402 0.0 0.0 0.0
H -0.021 0.180 3.349 0.1 0.2 -0.1
H 0.518 1.707 2.594 0.0 -0.2 0.0
H -3.403 3.191 0.950 0.2 -0.1 0.1
H -3.341 -2.126 0.002 0.0 -0.1 0.0
H -5.159 -3.620 -0.205 0.0 0.0 0.0
H -4.330 -3.347 -1.764 0.0 0.0 0.0
```
Positions in Å, forces in eV/Å.

Values from the calculation:
* HOMO-LUMO gap: 8.19 eV
* energy: -36912.3501 eV
* strongest force on any atom: 0.8 eV Å⁻¹
* structure (SMILES): COc1ccc2[nH]c(=O)c(CN(C(=O)c3cccnc3)c3ccc(C)c(C)c3)cc2c1
* HOMO level: -8.055 eV
* E_LUMO: 0.134 eV


Formula: C4H13NO2
Source: the Open Molecules 2025 dataset
Level of theory: ωB97M-V/def2-TZVPD

The geometry in XYZ format:
```
20
Properties=species:S:1:pos:R:3:forces:R:3
C 0.461 -0.052 -0.631 2.5 -3.4 2.4
N 1.544 0.656 -0.069 0.6 -0.7 -2.4
C -2.069 1.618 -1.932 -2.6 0.8 -2.5
O -2.047 1.306 -0.623 1.9 -0.9 -0.2
C 0.104 -1.213 0.373 -0.6 0.2 1.0
C -0.503 -0.805 1.721 0.5 0.9 0.8
H -0.436 0.574 -0.793 -2.2 1.3 0.6
H 0.645 -0.653 -1.559 0.0 1.4 -0.3
H 2.115 0.094 0.623 -0.4 -0.8 2.6
H -3.123 1.209 -2.461 2.5 0.6 1.1
H -2.076 2.737 -2.171 0.2 -1.1 0.5
H -1.220 1.187 -2.537 -0.9 0.1 0.3
H 1.031 -1.814 0.569 -0.6 0.7 -0.4
H -0.669 -1.889 0.028 0.0 0.0 -1.1
H 0.170 -0.224 2.375 0.0 -0.3 -0.5
H -1.368 -0.140 1.559 0.0 -0.5 0.0
H -0.771 -1.692 2.328 -0.1 0.4 -0.5
H 2.328 0.873 -0.709 -1.1 0.6 -0.4
H 3.379 -0.793 2.110 1.1 0.3 0.1
O 2.505 -0.978 1.799 -1.0 0.4 -1.0
```
Positions in Å, forces in eV/Å.

Values from the calculation:
* HOMO-LUMO gap: 4.02 eV
* energy: -9935.1795 eV
* strongest force on any atom: 4.9 eV Å⁻¹
* HOMO level: -8.800 eV
* E_LUMO: -4.781 eV


Formula: C5H12O2
Source: the Open Molecules 2025 dataset
Level of theory: ωB97M-V/def2-TZVPD

The geometry in XYZ format:
```
19
Properties=species:S:1:pos:R:3:forces:R:3
C -2.197 1.017 1.217 0.0 0.1 0.0
C -1.580 -0.320 0.923 0.2 -0.1 -0.1
C -0.385 -0.557 0.373 -0.3 0.3 0.1
O 0.001 -1.851 0.179 0.1 -0.1 -0.1
C 0.560 0.529 -0.108 0.0 0.1 0.0
C 2.048 0.199 -0.098 0.0 0.3 0.2
O 2.290 -0.969 -0.887 0.3 -0.1 0.0
H -3.102 1.178 0.617 0.1 0.0 0.1
H -2.497 1.091 2.270 0.0 0.0 -0.1
H -1.523 1.853 1.008 -0.1 -0.1 0.0
H -0.923 -0.442 -2.813 0.0 0.0 0.0
H -2.176 -1.200 1.160 0.1 0.1 0.0
H 0.432 1.413 0.523 0.0 -0.1 -0.1
H 0.849 -1.853 -0.299 -0.1 0.0 0.1
H 0.282 0.831 -1.124 0.0 -0.1 0.1
H -0.241 -0.702 -2.676 -0.1 0.0 -0.1
H 2.401 0.049 0.930 -0.1 -0.1 -0.1
H 2.599 1.045 -0.531 -0.1 -0.1 0.1
H 3.164 -1.313 -0.662 -0.2 0.0 -0.1
```
Positions in Å, forces in eV/Å.

Values from the calculation:
* HOMO-LUMO gap: 8.64 eV
* energy: -9472.9989 eV
* strongest force on any atom: 0.4 eV Å⁻¹
* structure (SMILES): C/C=C(/O)CCO.[H][H]
* HOMO level: -8.013 eV
* E_LUMO: 0.624 eV


Formula: C3H9ClNP
Source: the Open Molecules 2025 dataset
Level of theory: ωB97M-V/def2-TZVPD

The geometry in XYZ format:
```
15
Properties=species:S:1:pos:R:3:forces:R:3
C -0.460 0.502 2.031 2.4 1.0 1.5
C 0.209 1.009 -1.444 -0.7 -0.6 -1.5
C 0.424 0.162 0.842 -1.8 1.9 0.8
N -0.408 0.547 -0.235 -0.3 -0.8 -1.9
P -0.874 -2.220 -1.745 0.6 1.5 -0.6
Cl -0.167 -3.819 -0.753 0.4 -0.4 0.3
H -1.386 0.042 1.942 -1.8 -0.8 -0.2
H 0.018 0.171 2.977 -0.3 0.3 -0.4
H -0.578 1.585 2.037 -0.2 0.0 0.3
H -0.446 0.685 -2.331 0.7 0.8 1.2
H 0.228 2.083 -1.381 -0.3 0.8 -0.2
H 1.239 0.762 -1.755 0.0 -0.5 0.8
H 1.283 0.808 0.848 1.2 -0.4 0.1
H 0.523 -0.880 0.922 1.1 -1.6 -0.5
H 0.394 -1.439 -1.955 -1.0 -1.1 0.3
```
Positions in Å, forces in eV/Å.

Values from the calculation:
* HOMO-LUMO gap (spin up / spin down): 8.24 / 8.32 eV
* energy: -26554.9300 eV
* strongest force on any atom: 3.0 eV Å⁻¹
* HOMO level (spin up / spin down): -9.295 / -8.399 eV
* E_LUMO (spin up / spin down): -1.058 / -0.080 eV